(1)
# C29H46AlP2S

A molecular structure, C29H46AlP2S in a non-equilibrium geometry (the ωB97M-V functional and the def2-TZVPD basis, the Open Molecules 2025 dataset).

Orbital gap (alpha / beta) = 6.9122 / 6.2573 eV
Energy above the lowest of the compared OMol25 structures with the same formula, charge and spin = 0.0000 eV
Energy = -2455.5462 a.u.
Charge = +1

Structure (XYZ):
```
79
Properties=species:S:1:pos:R:3:lowdin_charge:R:1
H -0.00868 2.16418 4.38261 0.089
H -1.89566 -4.11652 1.12892 0.073
C 0.40191 -0.93493 -4.29936 -0.182
C -0.45249 -1.21689 2.30713 -0.275
H -2.88586 -2.44527 -1.38556 0.079
H 4.10210 -1.01030 -0.26968 0.045
H -1.61341 3.27238 5.92561 0.108
Al 0.62210 0.17454 0.51020 0.183
H -1.45254 -2.00313 -3.90561 0.096
H 1.82442 1.87502 -4.56981 0.119
C -0.86986 3.03798 2.59455 -0.652
H 4.00918 -1.19584 -2.06034 0.076
C 1.66649 -2.14066 1.85582 -0.241
H 0.67468 -1.93975 -4.64091 0.119
H -3.29721 5.45272 2.59290 0.102
C -1.89215 -1.99872 -1.29148 -0.149
C 0.68586 -3.07091 1.50899 -0.235
C -0.78176 2.82836 3.99876 -0.121
C -0.59139 -2.54811 1.83659 -0.257
H -1.53710 -0.80863 -5.15613 0.123
H -3.27451 4.91557 5.04067 0.105
H 1.79418 -1.60015 -2.78430 0.097
H -1.46397 -2.20260 -0.30828 0.031
H -1.49685 -1.03958 4.17120 0.111
H 2.68980 0.15306 3.15735 0.082
H 3.69003 -1.51027 2.08958 0.071
C -2.58055 4.40771 4.36288 -0.090
C -1.87453 0.03341 -3.19774 -0.398
H -1.23021 -2.50399 -2.02262 0.087
C -1.75630 4.02806 2.10900 -0.136
C 1.27097 1.81611 -3.62057 -0.120
H 3.49698 -3.00779 1.16109 0.070
H 2.65709 2.62801 -0.02961 0.010
P 2.48810 0.53838 -1.13229 0.939
P -2.10523 -0.26934 -1.48142 0.921
H -1.72719 2.14266 -2.56473 0.112
H 4.25749 2.01899 -0.58786 0.059
H -2.82200 1.62944 -0.16429 0.074
H 1.87371 -4.47422 0.44646 0.072
H -1.73899 4.25305 1.04608 0.085
H 2.75967 -1.88547 -0.98014 0.049
H 0.64418 -0.34272 -5.20040 0.117
H -3.80404 1.48428 -1.67741 0.095
C 1.26290 -0.69434 -3.08477 -0.146
C 3.11124 -2.43276 2.00919 -0.049
C 1.00732 -0.90584 2.31239 -0.372
C 3.20663 2.18030 -0.86963 -0.215
S 0.18605 2.32765 1.42852 0.745
C -1.13724 -0.98424 -4.15220 -0.139
H 1.62617 -0.59621 4.38748 0.111
H -4.04195 0.30681 -0.34757 0.069
H 1.44724 2.76658 -3.09470 0.104
H -2.74404 -2.72243 1.84886 0.077
H 1.04203 -5.14916 1.84270 0.095
H 3.31142 -3.01738 2.91858 0.103
H 3.13613 2.84230 -1.76815 0.063
C -0.41120 0.23674 -1.01506 -0.384
H -0.45929 2.82941 -4.32373 0.127
C -2.61512 4.70409 2.99303 -0.085
C 0.94336 -4.44376 1.01439 -0.035
H 3.01424 0.67857 -3.28023 0.124
H -2.47629 -0.59479 2.73300 0.083
C -1.46172 -0.55370 3.17176 -0.033
H -2.92762 -0.00623 -3.53483 0.134
C -1.22976 1.35692 -3.12026 -0.152
C 1.64122 -0.07903 3.40241 -0.061
H -0.33227 1.30902 -5.06188 0.110
C -3.28174 0.91109 -0.86330 -0.135
H 1.12428 0.88338 3.51076 0.016
C -0.23372 1.78478 -4.07835 -0.193
H -1.24169 0.51391 3.32023 0.042
C 1.97812 0.58629 -2.90889 -0.420
H 0.08895 -0.33097 -1.85625 0.010
H 0.13079 -4.79293 0.37796 0.071
C 3.43079 -1.02305 -1.12687 -0.227
C -1.65320 3.48158 4.85774 -0.083
H -0.15197 1.28107 -1.34148 0.054
C -1.84314 -3.35288 1.91935 -0.050
H -1.90337 -3.88889 2.88390 0.102
```

(2)
# C29H46Br6N2O3S2

4 unconnected molecules or ions with the total composition C29H46Br6N2O3S2 in a non-equilibrium geometry (the ωB97M-V functional and the def2-TZVPD basis, the Open Molecules 2025 dataset).

Orbital gap = 8.3234 eV
SMILES = CNC[C@@H]1OC(=O)[C@](C)(CCCSC(=S)N2CCOCC2)[C@@H]1Cc1ccc(C)cc1.BrCCBr.BrCCBr.BrCCBr
Energy = -17708.3043 a.u.
Charge = 0

Structure (XYZ):
```
88
Properties=species:S:1:pos:R:3:lowdin_charge:R:1
H -7.33615 -0.48849 0.35882 0.121
S -4.00808 2.81396 -0.95890 0.697
O -5.94082 -1.16472 1.73008 -0.151
C 4.65734 -0.95770 -1.32228 -0.043
H 7.78088 -3.31083 -2.23711 0.072
C 0.11923 -2.10451 -4.01530 -0.675
H -6.71728 1.57683 5.62158 0.050
Br -4.34880 1.02043 3.98695 0.685
H 1.67687 4.47063 1.10021 0.099
H 4.07879 -1.53487 4.39706 0.101
H -0.28679 -3.02538 -3.60996 0.053
C -5.08506 -1.79064 0.78713 -0.172
H 0.49503 2.53845 2.34704 0.135
C 3.31261 -0.44680 2.89101 -0.161
C 4.16473 -2.72546 2.78876 -0.129
H 4.99459 0.82039 2.95776 0.132
H 1.23053 0.95702 2.45449 0.114
H 0.61566 2.03664 -0.31957 0.105
H -4.87376 -1.81963 -9.06365 0.050
H -3.76989 -1.19088 -0.79105 0.070
Br -2.55626 -1.38502 -8.29094 0.631
C 2.48707 2.54952 1.64450 -0.364
C 6.84482 -1.90821 -0.91171 -0.284
C 5.96921 -0.13919 0.48944 -0.027
H 6.13075 0.52899 1.32217 0.101
C -6.32393 2.55531 5.36656 -0.690
H 3.48028 1.49144 -0.77063 0.136
C -4.69091 -0.83513 -0.33365 -0.171
Br 0.81796 -1.08965 -2.50976 0.662
H -0.59648 -0.29765 -4.97337 0.058
C 3.71399 1.66061 1.34658 -0.195
H -6.35558 1.45907 -0.22013 0.104
S -1.98968 0.66022 -0.54386 0.818
H -6.56254 3.26451 6.15562 0.058
H 3.15651 -3.14817 2.88197 0.077
C -4.48833 -1.49945 -8.10146 -0.683
N -4.50783 0.48551 0.27588 -0.182
N 4.29851 -1.40691 3.41684 -0.103
H -4.30286 -2.25191 -6.08259 -0.010
H -1.45146 2.53366 0.88602 0.083
H 0.60765 0.38321 0.26595 0.068
C -1.13121 1.49393 0.80384 -0.479
C 3.94988 0.93146 2.68435 -0.209
C 4.78082 -0.09642 -0.23365 -0.205
H 7.88625 -1.04075 0.75447 0.114
H 3.75151 -0.93338 -1.91793 0.061
C -0.90488 -1.32195 -4.79129 -0.684
O 2.69043 3.99098 3.62407 0.150
H -4.17545 -2.03827 1.33822 0.127
H 0.97830 -2.32895 -4.64311 0.061
H 8.90489 -2.39345 -1.21906 0.078
C 0.37331 1.41554 0.54160 -0.267
H 2.72251 0.20171 0.14781 0.095
O 3.44061 1.88257 3.67547 0.056
H 3.37625 4.24090 0.66639 0.098
C -4.88731 -2.42244 -6.98135 -0.704
C 1.13350 1.82813 1.80975 -0.101
Br -4.64906 -4.29238 -7.45697 0.605
H -5.45662 -0.77270 -1.11594 0.133
H -4.30098 2.38815 6.05089 0.058
H -5.66853 1.78259 1.41056 0.058
H -1.35069 1.00673 1.75666 0.080
C 5.66700 -1.84805 -1.65582 -0.041
H 2.88399 -0.83146 1.96483 0.112
H 7.94539 -3.70552 -0.51568 0.081
H -4.82342 -0.48676 -7.88991 0.060
H 2.10203 3.46132 -0.28490 0.076
C 2.40391 3.75240 0.71918 -0.005
H 4.86088 -3.42321 3.25291 0.075
H 2.48340 -0.32822 3.59445 0.125
H -5.94519 -2.30604 -6.75777 0.060
H 4.41681 -2.63798 1.73076 0.070
H -5.51814 -2.71462 0.39081 0.124
C 2.86845 2.94924 3.06456 -0.451
H -4.48539 3.41895 4.61791 0.052
H -1.12130 -1.81106 -5.73797 0.006
C -5.81803 1.03649 0.63346 -0.209
C -6.69282 -0.11651 1.16751 -0.202
C 7.93723 -2.89381 -1.24408 -0.052
Br -2.60791 -1.23191 -3.85601 0.647
C 3.61785 0.82265 0.08308 -0.094
H -7.36059 0.26150 1.94072 0.111
C -4.84002 2.52241 5.11589 -0.687
H 4.55704 2.35828 1.27060 0.160
C -3.64975 1.33866 -0.38302 -1.081
Br -7.30720 3.15605 3.79861 0.627
H 5.53797 -2.51874 -2.49698 0.108
C 6.98371 -1.03126 0.15562 -0.038
```

(3)
# C29H46BrEuN3P2S

A molecular structure, C29H46BrEuN3P2S in a non-equilibrium geometry (the ωB97M-V functional and the def2-TZVPD basis, the Open Molecules 2025 dataset).

Orbital gap (alpha / beta) = 4.7254 / 4.7156 eV
Energy above the lowest of the compared OMol25 structures with the same formula, charge and spin = 2.9009 eV
Energy = -5661.5407 a.u.
Multiplicity = 8
Charge = +2

Structure (XYZ):
```
83
Properties=species:S:1:pos:R:3:lowdin_charge:R:1
H -4.10262 -3.00812 4.77118 0.068
H 0.47890 3.87669 -0.35732 0.093
H -1.63320 3.80195 0.70531 0.095
H 4.36855 -2.80341 -1.29518 0.127
C 4.12352 2.66175 -3.30694 -0.002
H -4.95407 -0.14192 3.93816 0.076
C -1.85934 2.83734 0.21759 -0.423
H -1.10033 0.43584 3.21668 0.012
H 1.79595 -1.77087 -4.41018 0.125
C -1.08693 1.53233 3.25128 -0.170
C -4.22887 -0.96698 3.98752 -0.419
H -5.19800 -3.32342 1.01346 0.045
H 0.93799 1.66763 2.50766 0.051
H -0.42420 1.86546 -4.97123 0.137
C -1.52710 0.23890 -4.04337 -0.072
H -2.66878 2.33966 0.77814 0.065
H 2.75667 1.84344 0.12514 0.058
C 3.34324 -0.23352 2.44505 -0.001
C -6.31074 -1.00591 1.59635 -0.143
H -5.72681 -2.57433 4.17253 0.069
H 2.00933 2.01428 -4.95041 0.121
C 4.25214 1.26078 -3.47271 -0.210
H -5.12435 -1.89709 5.69568 0.082
H -0.27528 -2.88028 -3.49771 0.125
H -3.37053 -0.60616 4.57967 0.065
N 2.48307 -2.29249 -0.36268 0.040
Eu -0.62308 -1.07318 -1.01821 1.136
C 0.88520 2.85126 -0.33130 -0.421
C -2.27463 3.03997 -1.24469 -0.150
H 2.48877 -0.43511 3.09657 0.072
H -6.55514 -0.58347 2.57771 0.069
H -4.15224 -4.73587 1.19135 0.076
C 0.87011 -1.20858 -4.28376 -0.008
C -1.34938 -0.99496 -3.46191 -0.420
Br -3.05199 -1.81630 -1.91942 0.471
H 0.03706 3.19580 2.40343 0.100
H 3.42361 3.24232 -3.90213 0.109
C 5.27183 0.62233 -2.72237 -0.016
C 3.86003 -2.26795 -0.51182 -0.056
C -0.05054 2.10149 2.28208 -0.414
H -2.09697 1.90520 3.04337 0.063
H 4.74708 4.37040 -2.13706 0.120
C 4.33798 -1.52667 0.51606 -0.024
H -0.82503 1.83073 4.27543 0.085
H -4.64363 -1.08605 0.17453 -0.012
H -1.42609 3.24389 -1.91168 0.057
H -2.81236 2.16211 -1.62969 0.055
C 0.86563 0.16918 -4.61008 -0.187
H -4.77935 0.41030 1.09509 0.061
C -0.38451 0.83850 -4.60929 0.019
C -4.51020 -3.82918 1.69610 -0.145
H -2.95195 3.90312 -1.29236 0.086
N 5.70131 2.63475 -1.49954 0.071
C -4.82925 -2.19058 4.67888 -0.142
H 2.23710 2.99275 1.38378 0.063
H -2.51729 -3.11771 1.33710 0.023
H -7.00230 -0.56553 0.86494 0.081
H 1.84554 -2.86594 -0.90749 0.134
C 2.11208 0.94716 -4.71185 -0.020
C 3.31407 0.47490 -4.25248 -0.017
C 2.10353 -1.60196 0.76401 -0.796
H 3.33395 0.82361 2.15030 0.084
H -6.52023 -2.08003 1.62799 0.057
H 4.27737 -0.43252 2.97609 0.110
C 5.92587 1.33576 -1.71449 -0.133
H 3.59496 -0.57246 -4.40448 0.121
C -4.88128 -0.68495 1.17401 -0.454
C 2.26791 2.80917 0.30419 -0.154
H 5.34494 -1.27586 0.79506 0.138
H 2.89566 3.58704 -0.14190 0.071
C -0.28246 -1.81737 -3.73767 -0.180
C -3.30538 -2.98578 2.09673 -0.439
H 0.93517 2.49232 -1.37394 0.056
C 4.86333 3.29541 -2.30060 -0.133
H -2.89171 -3.35885 3.04480 0.073
P -0.37303 1.76029 0.48305 0.865
S 0.59226 -1.60839 1.53442 0.542
P -3.50397 -1.15509 2.30767 0.920
N 3.26136 -1.09602 1.26790 -0.106
H 6.65227 0.85302 -1.05103 0.114
H 5.50552 -0.43430 -2.85817 0.109
H -5.08099 -4.16772 2.56817 0.074
H -2.48836 0.75237 -4.03373 0.132
```